No. 1
DFT (wB97M-V/def2-TZVPD) results for a cluster of 9 separate species, C16H54N4O9 in total.

Each atom is followed by the atoms it is bonded to, with distances in Å.
Cartesian coordinates (Å):
1 O 16.06467 10.91320 -15.56788  H2 0.957, H3 0.957
2 H 16.65817 10.34332 -15.07876  O1 0.957
3 H 16.51045 11.06535 -16.40116  O1 0.957
4 O 19.54442 10.85558 -12.20737  H5 0.957, H6 0.957
5 H 20.43685 10.93939 -11.87155  O4 0.957
6 H 19.14879 11.71362 -12.05416  O4 0.957
7 O 18.59764 9.82827 -15.05759  H8 0.957, H9 0.957
8 H 19.33742 9.35208 -15.43468  O7 0.957
9 H 18.88878 10.06583 -14.17723  O7 0.957
10 O 20.53850 8.12178 -16.57570  H11 0.957, H12 0.957
11 H 21.05346 8.74528 -17.08785  O10 0.957
12 H 20.64883 7.28753 -17.03188  O10 0.957
13 O 20.30461 6.34908 -14.46023  H14 0.957, H15 0.957
14 H 20.03328 6.63609 -15.33215  O13 0.957
15 H 20.85324 7.06188 -14.13288  O13 0.957
16 C 19.12631 10.70762 -18.77756  C17 1.578, H22 1.090, H23 1.090, H24 1.090
17 C 19.49080 11.87653 -19.77362  C16 1.578, C18 1.553, N21 1.450, H25 1.090
18 C 18.76006 13.21397 -19.47467  C17 1.553, O19 1.529, H26 1.090, H27 1.090
19 O 19.01649 14.17127 -20.63951  C18 1.529, C20 1.453
20 C 17.91887 14.28273 -21.58460  O19 1.453, H28 1.090, H29 1.090, H30 1.090
21 N 20.91795 12.10790 -19.66957  C17 1.450, H31 1.010, H32 1.010
22 H 18.03641 10.69367 -18.77562  C16 1.090
23 H 19.38417 10.82676 -17.72522  C16 1.090
24 H 19.54400 9.76681 -19.13603  C16 1.090
25 H 19.28376 11.45273 -20.75628  C17 1.090
26 H 18.87237 13.57425 -18.45209  C18 1.090
27 H 17.68455 13.05538 -19.39571  C18 1.090
28 H 17.71691 13.43603 -22.24065  C20 1.090
29 H 17.97013 15.18617 -22.19228  C20 1.090
30 H 16.95305 14.42303 -21.09920  C20 1.090
31 H 21.01021 12.57506 -18.77887  N21 1.010
32 H 21.02441 12.84618 -20.35053  N21 1.010
33 C 20.01769 7.53006 -21.59314  C34 1.580, H39 1.090, H40 1.090, H41 1.090
34 C 18.49510 7.13190 -21.72833  C33 1.580, C35 1.540, N38 1.477, H42 1.090
35 C 17.63698 7.70865 -20.58750  C34 1.540, O36 1.459, H43 1.090, H44 1.090
36 O 18.11352 7.39089 -19.24600  C35 1.459, C37 1.481
37 C 17.24512 7.45760 -18.04874  O36 1.481, H45 1.090, H46 1.090, H47 1.090
38 N 17.88617 7.53839 -23.01139  C34 1.477, H48 1.010, H49 1.010
39 H 20.30839 8.57038 -21.44711  C33 1.090
40 H 20.38848 7.26294 -22.58272  C33 1.090
41 H 20.48145 6.80238 -20.92718  C33 1.090
42 H 18.36813 6.05498 -21.61782  C34 1.090
43 H 16.59005 7.40564 -20.60310  C35 1.090
44 H 17.63330 8.78834 -20.43799  C35 1.090
45 H 16.80413 6.53740 -17.66550  C37 1.090
46 H 16.60239 8.33583 -18.10963  C37 1.090
47 H 17.91971 7.66450 -17.21795  C37 1.090
48 H 17.03647 6.99346 -22.97743  N38 1.010
49 H 17.59687 8.50489 -22.96349  N38 1.010
50 C 18.32432 13.65405 -14.01919  C51 1.567, H56 1.090, H57 1.090, H58 1.090
51 C 19.19754 14.35378 -12.92249  C50 1.567, C52 1.580, N55 1.419, H59 1.090
52 C 18.80219 15.88017 -12.81934  C51 1.580, O53 1.452, H60 1.090, H61 1.090
53 O 19.52225 16.59235 -11.77932  C52 1.452, C54 1.381
54 C 19.75071 17.91818 -12.09230  O53 1.381, H62 1.090, H63 1.090, H64 1.090
55 N 18.93947 13.60429 -11.74566  C51 1.419, H65 1.010, H66 1.010
56 H 18.39193 12.56618 -14.02657  C50 1.090
57 H 18.62797 13.95857 -15.02077  C50 1.090
58 H 17.29653 14.01453 -13.97654  C50 1.090
59 H 20.27730 14.25710 -13.03596  C51 1.090
60 H 17.74765 16.09931 -12.65194  C52 1.090
61 H 19.02750 16.26536 -13.81381  C52 1.090
62 H 18.87135 18.53730 -12.26983  C54 1.090
63 H 20.44099 17.93049 -12.93578  C54 1.090
64 H 20.31771 18.59504 -11.45318  C54 1.090
65 H 19.31950 14.09752 -10.95043  N55 1.010
66 H 17.93920 13.72252 -11.67098  N55 1.010
67 C 23.44531 7.29555 -12.75492  C68 1.577, H73 1.090, H74 1.090, H75 1.090
68 C 22.42874 8.43308 -12.35479  C67 1.577, C69 1.583, N72 1.484, H76 1.090
69 C 23.16162 9.77991 -11.96056  C68 1.583, O70 1.451, H77 1.090, H78 1.090
70 O 22.17513 10.80609 -11.67997  C69 1.451, C71 1.377
71 C 22.80418 12.03016 -11.71863  O70 1.377, H79 1.090, H80 1.090, H81 1.090
72 N 21.50994 8.59039 -13.51012  C68 1.484, H82 1.010, H83 1.010
73 H 23.93755 7.53101 -13.69851  C67 1.090
74 H 22.98726 6.30783 -12.80700  C67 1.090
75 H 24.14156 7.20914 -11.92073  C67 1.090
76 H 21.79336 7.95538 -11.60900  C68 1.090
77 H 23.76869 10.17646 -12.77438  C69 1.090
78 H 23.78386 9.62873 -11.07848  C69 1.090
79 H 23.18145 12.14354 -10.70230  C71 1.090
80 H 22.10643 12.83357 -11.95482  C71 1.090
81 H 23.66091 12.15070 -12.38163  C71 1.090
82 H 20.93167 9.36398 -13.21472  N72 1.010
83 H 22.03505 8.79342 -14.34865  N72 1.010

Charge: -1
Orbital gap (spin up / spin down): 0.0696 / 0.3415 Eh
Spin multiplicity: 2

=====

No. 2
DFT (wB97M-V/def2-TZVPD) results for a cluster of 12 separate species, C16H56N12O12 in total.

Each atom is followed by the atoms it is bonded to, with distances in Å.
Cartesian coordinates (Å):
1 N 0.47018 -5.04419 0.41839  C2 1.286, H5 1.059, H6 1.092
2 C 0.82041 -4.08829 1.20477  N1 1.286, N3 1.305, O4 1.369
3 N 1.55806 -4.46948 2.21128  C2 1.305, H7 1.041, H8 1.072
4 O 0.23056 -2.85924 1.07729  C2 1.369
5 H -0.23254 -4.89409 -0.35999  N1 1.059
6 H 1.19325 -5.85476 0.30905  N1 1.092
7 H 1.87669 -3.67834 2.80878  N3 1.041
8 H 2.02090 -5.43592 2.24397  N3 1.072
9 N -4.61692 -2.29677 -1.69022  C10 1.275, H13 1.052, H14 1.046
10 C -4.75774 -1.48991 -0.71362  N9 1.275, N11 1.303, O12 1.387
11 N -3.68600 -0.86352 -0.31707  C10 1.303, H15 1.050, H16 1.007
12 O -6.05544 -1.35870 -0.24057  C10 1.387
13 H -5.53475 -2.58378 -2.11675  N9 1.052
14 H -3.75399 -2.72974 -2.09165  N9 1.046
15 H -3.67197 -0.48305 0.66138  N11 1.050
16 H -2.77538 -1.00859 -0.72254  N11 1.007
17 N -2.93250 -4.29898 -2.80051  C18 1.330, H21 1.063, H22 1.033
18 C -1.70382 -3.79486 -2.73036  N17 1.330, N19 1.297, O20 1.391
19 N -1.28212 -3.56293 -1.52642  C18 1.297, H23 0.994, H24 1.057
20 O -0.90022 -3.57454 -3.84382  C18 1.391
21 H -3.39194 -4.38060 -3.75601  N17 1.063
22 H -3.56816 -4.70085 -2.09231  N17 1.033
23 H -0.44922 -3.02152 -1.50958  N19 0.994
24 H -1.85336 -3.48232 -0.64090  N19 1.057
25 N 0.41181 -0.33915 0.42536  C26 1.290, H29 1.020, H30 1.027
26 C -0.20681 0.20687 -0.56660  N25 1.290, N27 1.315, O28 1.381
27 N 0.13347 1.43928 -0.87617  C26 1.315, H31 1.004, H32 1.047
28 O -1.14482 -0.52874 -1.26475  C26 1.381
29 H 0.22418 -1.31741 0.64446  N25 1.020
30 H 0.87061 0.37257 1.00713  N25 1.027
31 H -0.40044 1.84153 -1.62567  N27 1.004
32 H 0.77977 1.92405 -0.21063  N27 1.047
33 N -2.77618 1.93482 -0.23621  C34 1.334, H37 1.039, H38 1.003
34 C -3.71735 2.54249 0.48740  N33 1.334, N35 1.316, O36 1.401
35 N -3.27541 3.41195 1.37128  C34 1.316, H39 1.042, H40 0.984
36 O -5.08789 2.29560 0.33877  C34 1.401
37 H -3.16557 1.09298 -0.70528  N33 1.039
38 H -1.78275 2.07124 -0.20522  N33 1.003
39 H -4.03936 3.86143 1.91876  N35 1.042
40 H -2.47989 3.15133 1.88834  N35 0.984
41 N 0.33324 4.87522 -1.56587  C42 1.285, H45 0.995, H46 1.050
42 C 1.42547 5.02442 -0.90650  N41 1.285, N43 1.332, O44 1.404
43 N 1.52396 6.20858 -0.30436  C42 1.332, H47 1.046, H48 1.048
44 O 2.30457 3.98277 -0.57164  C42 1.404
45 H 0.35038 4.08597 -2.17119  N41 0.995
46 H -0.07327 5.71183 -2.05373  N41 1.050
47 H 2.32971 6.56416 0.25973  N43 1.046
48 H 0.64183 6.74040 -0.11108  N43 1.048
49 C -0.54215 1.12845 -4.00923  C50 1.491, H52 1.075, H53 1.116, H54 1.104
50 C -1.11601 2.49962 -3.89714  C49 1.491, O51 1.388, H55 1.058, H56 1.062
51 O -1.30773 2.87632 -2.57459  C50 1.388, H57 0.948
52 H -1.25698 0.43346 -3.60843  C49 1.075
53 H 0.48193 1.04858 -3.57329  C49 1.116
54 H -0.47040 0.79201 -5.05784  C49 1.104
55 H -2.07201 2.49181 -4.35108  C50 1.058
56 H -0.61333 3.14278 -4.57593  C50 1.062
57 H -1.95767 3.55980 -2.47923  O51 0.948
58 C 3.69478 -0.26871 1.10579  C59 1.521, H61 1.026, H62 1.114, H63 1.133
59 C 2.91601 -1.18749 2.03463  C58 1.521, O60 1.421, H64 1.063, H65 1.136
60 O 3.71009 -1.66795 3.11070  C59 1.421, H66 0.950
61 H 4.43144 -0.73541 0.56574  C58 1.026
62 H 4.27589 0.48260 1.68726  C58 1.114
63 H 2.96943 0.15441 0.34541  C58 1.133
64 H 2.55711 -1.96430 1.40355  C59 1.063
65 H 1.95156 -0.64737 2.29642  C59 1.136
66 H 3.26760 -1.64258 3.95084  O60 0.950
67 C -0.74320 1.96096 2.51495  C68 1.547, H70 1.057, H71 1.104, H72 1.075
68 C 0.15713 2.87166 1.64666  C67 1.547, O69 1.422, H73 1.105, H74 1.041
69 O 1.35570 2.12586 1.47737  C68 1.422, H75 0.959
70 H -0.27689 1.44929 3.31334  C67 1.057
71 H -1.27089 1.21321 1.89674  C67 1.104
72 H -1.48087 2.54807 3.03237  C67 1.075
73 H 0.45816 3.81548 2.13602  C68 1.105
74 H -0.34033 3.18341 0.78676  C68 1.041
75 H 1.92554 2.33284 2.21980  O69 0.959
76 C -0.06611 -1.59333 4.01374  C77 1.513, H79 1.104, H80 1.091, H81 1.107
77 C 0.67026 -1.14846 5.25811  C76 1.513, O78 1.398, H82 1.069, H83 1.098
78 O 2.03934 -1.38411 5.10540  C77 1.398, H84 0.916
79 H -0.13058 -0.81061 3.23843  C76 1.104
80 H -1.03846 -1.92203 4.38355  C76 1.091
81 H 0.38937 -2.49837 3.56818  C76 1.107
82 H 0.34938 -1.71684 6.10508  C77 1.069
83 H 0.44344 -0.11825 5.56171  C77 1.098
84 H 2.53380 -1.17281 5.84659  O78 0.916
85 C 3.24242 0.91650 -2.47806  O86 1.366, H87 1.085, H88 1.076, H89 1.100
86 O 4.36643 1.04787 -1.71244  C85 1.366, H90 0.985
87 H 3.02382 1.85419 -2.97818  C85 1.085
88 H 2.36264 0.65391 -1.91731  C85 1.076
89 H 3.31309 0.07185 -3.17936  C85 1.100
90 H 4.59808 1.99649 -1.84489  O86 0.985
91 C 2.43143 -2.38799 -1.62065  O92 1.346, H93 1.022, H94 1.074, H95 1.115
92 O 1.13134 -2.08475 -1.78928  C91 1.346, H96 0.951
93 H 2.96601 -1.54409 -1.40637  C91 1.022
94 H 2.88571 -2.84607 -2.47954  C91 1.074
95 H 2.61862 -3.04332 -0.73798  C91 1.115
96 H 0.98281 -1.46579 -1.08331  O92 0.951

SMILES string: NC(N)=O.NC(N)=O.NC(N)=O.NC(N)=O.NC(N)=O.NC(N)=O.CCO.CCO.CCO.CCO.CO.CO
Orbital gap: 0.2882 Eh

=====

Listing strongest force on any atom for the structures above in their given order: 2.97, 9.58 eV/Å.